Entry from the Open Molecules 2025 dataset: an isolated ion of composition C6H15N and charge -1 in a non-equilibrium geometry (ωB97M-V with the def2-TZVPD basis set).

The calculation puts the energy above the lowest of the compared OMol25 structures with the same formula, charge and spin at 1.170 eV. As for the spin multiplicity: 2. The LUMO energy (alpha / beta) comes out at 3.954 / 3.949 eV. Its total charge is -1. The HOMO-LUMO gap (alpha / beta) comes out at 2.46 / 9.08 eV. The electronic energy comes out at -292.25533 hartree. The expectation value of S² is 0.7503.

Element x y z (Å)
H  -0.73830  -1.70539  -1.94332
H  -0.66419  -1.07075  0.96143
H  1.23946  3.04363  1.80845
H  1.94605  1.74923  -0.30684
C  0.79182  2.08571  1.48760
H  -2.73348  0.15629  -1.51441
H  -3.10505  -1.25676  -2.29467
H  -1.36410  -2.60932  -0.81218
H  -3.39035  -1.35667  -0.61383
C  1.86692  -0.30065  0.58154
H  -0.05471  2.38566  0.86464
C  -2.67718  -0.93472  -1.35568
H  1.16919  -0.59099  -1.30467
H  -0.83655  0.40717  0.01504
H  2.81238  1.47052  1.04776
C  1.77517  1.26060  0.64948
H  1.58539  -0.63611  1.58412
C  -1.28248  -1.53540  -0.99626
N  0.90833  -0.88371  -0.37325
H  0.41209  1.55572  2.35825
H  2.83668  -0.60527  0.20073
C  -0.49708  -0.62877  -0.04393